Density functional theory data (ωB97M-V/def2-TZVPD) for C41H50BCdN8O7S as an isolated structure.

```
109
Properties=species:S:1:pos:R:3:lowdin_charge:R:1
Cd 0.2590 0.3002 0.2838 1.365
C -4.4258 -2.6783 -0.2918 -0.030
C -3.5013 -1.8625 0.5499 -0.269
C -3.6431 -1.5000 1.8769 0.022
C -2.5036 -0.7363 2.1794 -0.256
N -1.7350 -0.6531 1.1033 0.036
N -2.3423 -1.3384 0.1067 0.018
B -1.7552 -1.4481 -1.3271 -0.514
N -1.7770 -0.0279 -1.9576 0.012
N -1.5873 1.0684 -1.1733 0.061
C -2.0335 2.1194 -1.8543 -0.250
C -2.4947 1.7006 -3.1138 0.014
C -2.3242 0.3345 -3.1379 -0.281
C -2.6406 -0.5978 -4.2583 -0.018
C -2.0993 3.5259 -1.3085 -0.540
C -0.9527 4.3462 -1.9102 -0.041
C -3.4512 4.1387 -1.6977 -0.056
C -1.9911 3.5198 0.2166 -0.061
N -0.3486 -2.0917 -1.2361 0.015
N 0.3939 -1.9856 -0.1006 0.022
C 1.3641 -2.8838 -0.1700 -0.265
C 1.2478 -3.6027 -1.3713 0.027
C 0.1549 -3.0696 -2.0207 -0.268
C -0.4012 -3.4526 -3.3501 -0.020
C 2.3611 -3.1365 0.9303 -0.541
C 3.7880 -2.9991 0.3854 -0.035
C 2.1611 -2.1541 2.0831 -0.060
C 2.1512 -4.5694 1.4450 -0.053
C -2.1269 -0.0751 3.4831 -0.552
C -0.7735 -0.6105 3.9685 -0.051
C -2.0109 1.4424 3.2860 -0.048
C -3.1927 -0.3651 4.5414 -0.067
H -5.2878 -2.9800 0.3004 0.075
H -3.9274 -3.5747 -0.6631 0.080
H -4.7737 -2.1088 -1.1547 0.080
H -4.4656 -1.7583 2.5216 0.100
H -2.4543 -2.1573 -1.9880 0.106
H -2.8960 2.3015 -3.9123 0.110
H -2.9741 -0.0141 -5.1138 0.081
H -3.4232 -1.3078 -3.9848 0.076
H -1.7548 -1.1591 -4.5518 0.062
H -1.0043 4.3548 -3.0019 0.089
H -0.0027 3.9079 -1.6053 0.043
H -0.9858 5.3794 -1.5544 0.091
H -3.5710 4.1906 -2.7808 0.072
H -3.5328 5.1507 -1.2952 0.081
H -4.2649 3.5347 -1.2912 0.088
H -1.0422 3.0892 0.5263 0.015
H -2.8004 2.9274 0.6481 0.077
H -2.0524 4.5405 0.6014 0.089
H 1.8788 -4.3985 -1.7309 0.109
H 0.1606 -4.2961 -3.7466 0.078
H -0.3217 -2.6251 -4.0556 0.070
H -1.4530 -3.7329 -3.2757 0.075
H 3.9808 -1.9753 0.0670 0.049
H 3.9437 -3.6599 -0.4705 0.081
H 4.5101 -3.2657 1.1620 0.085
H 2.2859 -1.1305 1.7234 0.060
H 2.9048 -2.3392 2.8607 0.087
H 1.1653 -2.2680 2.5147 0.060
H 2.3294 -5.2989 0.6531 0.075
H 1.1314 -4.7058 1.8124 0.084
H 2.8456 -4.7741 2.2633 0.079
H 0.0076 -0.3826 3.2430 0.052
H -0.8120 -1.6922 4.1108 0.088
H -0.5067 -0.1451 4.9201 0.084
H -1.2545 1.6761 2.5360 0.048
H -1.7253 1.9204 4.2261 0.085
H -2.9624 1.8654 2.9589 0.084
H -3.2860 -1.4387 4.7172 0.084
H -4.1645 0.0223 4.2295 0.083
H -2.9201 0.1145 5.4832 0.081
O 4.6714 -0.0787 -0.6591 -0.001
C 3.5533 0.1872 -1.1106 -0.633
O 2.4350 -0.2469 -0.7368 -0.141
C 3.5580 1.0866 -2.3684 -0.078
C 4.7488 1.6535 -2.7874 0.077
C 4.7784 2.4251 -3.9367 -0.122
C 3.6344 2.6645 -4.6769 0.075
C 2.4599 2.0622 -4.2589 -0.125
C 2.4064 1.2741 -3.1158 0.076
N 1.2586 2.2410 -5.0660 -0.348
O 0.4114 1.3705 -5.0197 0.079
O 1.1802 3.2446 -5.7567 0.068
N 6.0686 2.8896 -4.4458 -0.352
O 6.1224 3.2375 -5.6147 0.067
O 7.0169 2.8699 -3.6883 0.079
H 5.6556 1.4453 -2.2371 0.130
H 3.6605 3.2683 -5.5708 0.128
H 1.4847 0.8031 -2.8030 0.120
C 7.2596 7.6248 -1.6129 -0.071
C 5.7994 7.7499 -1.9188 -0.705
O 5.2590 7.4648 -2.9401 0.050
S 4.8082 8.3472 -0.4777 0.938
C 3.8466 6.8479 -0.2801 -0.544
C 2.9519 6.4156 -1.2485 -0.086
C 2.2805 5.2170 -1.0659 -0.024
C 2.4772 4.4430 0.0825 -0.246
C 3.3842 4.8977 1.0459 -0.030
C 4.0693 6.0854 0.8624 -0.110
C 1.7474 3.2325 0.3014 -0.190
C 1.1534 2.1971 0.5338 -0.147
H 7.8437 7.5411 -2.5286 0.084
H 7.3753 6.7054 -1.0338 0.095
H 7.5942 8.4558 -0.9954 0.069
H 2.7926 7.0040 -2.1407 0.106
H 1.5806 4.8846 -1.8206 0.088
H 3.5501 4.3068 1.9366 0.116
H 4.7685 6.4427 1.6070 0.096
```

Output
Strongest force on any atom in eV/Å: 0.7
Charge: -1
Gap between HOMO and LUMO in eV: 7.599
Molar mass in g/mol: 922.2